Entry 1:
Entry from the Open Molecules 2025 dataset: a 4-piece molecular cluster, C2H10O4 overall in a non-equilibrium geometry (ωB97M-V with the def2-TZVPD basis set).

```
! wB97M-V def2-TZVPD RIJCOSX def2/J DEFGRID3
* xyz -1 2
O -0.5935 -0.8921 1.7234
C 0.6725 -0.7761 2.0164
C 1.7781 -1.0449 1.0096
H 0.9725 -0.5344 3.0519
H 2.5546 -1.7336 1.3946
H 2.3399 -0.1293 0.7769
H 1.3097 -1.5533 0.1614
H -1.9199 -0.7077 0.1145
H -3.1574 0.2879 0.0416
O -2.4526 -0.1172 -0.4661
H -0.8767 2.6951 -1.9217
H -1.3020 1.5661 -0.9697
O -0.9074 2.4506 -0.9932
H 0.5946 0.5085 -1.2801
H 0.2656 -0.4223 -2.4261
O 0.7219 0.4026 -2.2334
*
```

Highest occupied orbital energy (alpha / beta)   0.168 / -3.392 eV
LUMO level (alpha / beta)   3.746 / 3.739 eV
Relative energy (zero: lowest compared OMol25 entry of this formula, charge and spin)   0.000 eV


Entry 2:
Entry from the Open Molecules 2025 dataset: C7H8N2OS2 in the gas phase in a non-equilibrium geometry (ωB97M-V with the def2-TZVPD basis set).

```
! wB97M-V def2-TZVPD RIJCOSX def2/J DEFGRID3
* xyz 0 1
N 1.4614 1.2206 -1.5379
N 0.9478 -0.0673 -1.2108
C 1.7338 -1.1766 -1.1080
O 2.9296 -1.1977 -1.1960
C 0.8095 -2.3722 -0.8595
S -0.8908 -1.8603 -1.0605
C -0.5015 -0.0620 -0.9617
C -1.0509 0.5350 0.2781
C -0.3437 0.7091 1.4720
C -1.1553 1.1680 2.4948
C -2.4660 1.3342 2.1810
S -2.7399 0.8671 0.4904
H 1.4042 1.4298 -2.5940
H 2.3410 1.4029 -1.0730
H 0.9483 -3.1857 -1.4645
H 1.1117 -2.8579 0.1617
H -1.0938 0.2043 -1.8862
H 0.6993 0.9014 1.4873
H -0.8403 1.3436 3.5130
H -3.3043 1.6638 2.8739
*
```

Highest occupied orbital energy   -8.631 eV
SMILES   NN1C(=O)CS[C@H]1c1cccs1
LUMO level   0.641 eV
Relative energy (zero: lowest compared OMol25 entry of this formula, charge and spin)   0.374 eV


Entry 3:
Entry from the Open Molecules 2025 dataset: a 2-piece molecular cluster, C15H18O overall in a non-equilibrium geometry (ωB97M-V with the def2-TZVPD basis set).

```
! wB97M-V def2-TZVPD RIJCOSX def2/J DEFGRID3
* xyz 0 1
C -2.6329 2.3739 -1.4400
C -2.0839 1.1764 -0.5369
C -0.5432 1.3049 -0.6024
C -0.0330 0.4164 -1.5433
C 1.3418 0.5505 -1.7383
C 2.1585 1.4400 -0.8865
O 3.4873 1.3879 -0.9365
C 1.5498 2.3253 -0.0664
C 0.1415 2.2183 0.0860
H -2.6313 3.3811 -0.9864
H -3.6316 2.3001 -1.6683
H -1.9819 2.6446 -2.3896
H -2.2734 1.4244 0.5758
H -2.4643 0.2627 -0.7026
H -0.4298 -0.3410 -2.1143
H 1.8040 0.0903 -2.5269
H 3.8749 0.9103 -1.5640
H 2.1434 3.1739 0.1678
H -0.2590 2.8601 0.9140
C 0.9495 -2.6129 -0.6660
C 0.3365 -2.0459 0.5215
C 1.2415 -1.6070 1.4240
C 0.8124 -1.5471 2.7968
C -0.5322 -1.6228 3.0823
C -1.4400 -1.6539 2.0221
C -1.0034 -2.1580 0.8696
H 1.7977 -3.2371 -0.5303
H 1.4302 -1.8581 -1.2845
H 0.0807 -3.1077 -1.2266
H 2.3223 -1.4622 1.1512
H 1.5937 -1.5096 3.5267
H -0.9731 -1.4634 4.0052
H -2.4299 -1.4564 2.1722
H -1.7228 -2.5584 0.0945
*
```

Highest occupied orbital energy   -8.181 eV
SMILES   CCc1ccc(O)cc1.Cc1ccccc1
LUMO level   0.750 eV
Relative energy (zero: lowest compared OMol25 entry of this formula, charge and spin)   3.501 eV


Entry 4:
Entry from the Open Molecules 2025 dataset: an isolated ion of composition C5H12NO and charge -1 in a non-equilibrium geometry (ωB97M-V with the def2-TZVPD basis set).

```
! wB97M-V def2-TZVPD RIJCOSX def2/J DEFGRID3
* xyz -1 1
C -0.4750 -1.9175 1.0951
C -0.5699 -0.5329 0.6083
C -1.9734 -0.1314 0.3319
C 0.1374 -0.1968 -0.7451
N 0.5676 1.1552 -0.6471
C 2.1826 1.6460 -0.5545
O 2.9033 1.4651 0.5863
H -1.0858 -2.5942 0.2886
H -1.1733 -1.8364 2.0092
H 0.5344 -2.2850 1.0666
H -0.1003 0.1965 1.3441
H -1.8725 0.9165 0.1367
H -2.4174 -0.6384 -0.5080
H -2.6717 0.0093 1.1218
H 1.0797 -0.7065 -0.6637
H -0.3675 -0.4762 -1.6287
H 0.3936 2.0325 -1.3351
H 2.5919 1.1664 -1.6452
H 2.3163 2.7277 -0.8613
*
```

Highest occupied orbital energy   -2.516 eV
SMILES   CC(C)CNC[O-]
LUMO level   3.805 eV
Relative energy (zero: lowest compared OMol25 entry of this formula, charge and spin)   3.080 eV


Entry 5:
Entry from the Open Molecules 2025 dataset: C4H7LiO3 as an isolated structure in a non-equilibrium geometry (ωB97M-V with the def2-TZVPD basis set).

```
! wB97M-V def2-TZVPD RIJCOSX def2/J DEFGRID3
* xyz 0 1
C -2.8617 0.6134 0.3759
C -2.1231 -0.4431 -0.1616
H -3.1628 0.5322 1.4288
H -3.4825 1.1990 -0.3131
H -2.0246 -1.3366 0.4687
H -2.0099 -0.4334 -1.2527
Li -0.6736 1.5732 0.4268
C 0.3333 -0.4000 0.0680
O 1.4773 0.4132 -0.3757
C 2.6903 -0.0659 -0.2721
O 3.0066 -1.2106 -0.0377
O 3.5519 0.9567 -0.2697
H 0.2622 -1.1218 -0.7628
H 0.5686 -0.8844 1.0310
H 4.4478 0.6081 -0.3541
*
```

Highest occupied orbital energy (alpha / beta)   -7.099 / -7.099 eV
LUMO level (alpha / beta)   -0.478 / -0.478 eV
Relative energy (zero: lowest compared OMol25 entry of this formula, charge and spin)   2.561 eV


Entry 6:
Entry from the Open Molecules 2025 dataset: C14H16AgF2N6O as an isolated structure in a non-equilibrium geometry (ωB97M-V with the def2-TZVPD basis set).

```
! wB97M-V def2-TZVPD RIJCOSX def2/J DEFGRID3
* xyz -1 1
Ag 0.4047 0.1012 0.1108
N -1.4309 -1.1751 3.9749
C -0.7579 -0.2769 4.7709
C 0.1821 0.2909 3.9622
N 0.0884 -0.2092 2.6963
C -0.8979 -1.0824 2.7222
C -1.3151 -1.8349 1.5710
N -0.6124 -1.8845 0.4568
C -1.3410 -2.6420 -0.4175
C -2.4831 -3.0728 0.1802
N -2.4544 -2.5871 1.4674
H -2.2357 -1.7137 4.2369
H -1.0028 -0.1411 5.8100
H 0.9176 1.0387 4.2102
H -0.9809 -2.8168 -1.4180
H -3.2955 -3.6824 -0.1745
H -3.2949 -2.3871 1.9925
N 1.2709 0.1356 -4.5593
C 1.3207 0.0040 -3.1614
N 2.3615 0.6079 -2.5439
O 0.4811 -0.6583 -2.5732
H 1.6380 0.9847 -4.9549
H 0.3824 -0.1435 -4.9387
H 2.8883 1.2927 -3.0548
H 2.2475 0.7732 -1.5063
F -6.3197 0.0471 1.9497
C -5.0869 0.3859 1.4165
C -4.8251 0.1314 0.0799
C -3.6013 0.4842 -0.4516
C -2.5990 1.1568 0.3093
C -1.3828 1.6172 -0.2563
C -2.9366 1.3912 1.6762
C -4.1547 1.0256 2.2165
H -5.5822 -0.3545 -0.5253
H -3.3976 0.2723 -1.4948
H -0.9389 2.4625 0.2653
H -1.3884 1.7401 -1.3363
H -2.2084 1.8962 2.3018
H -4.3953 1.2358 3.2534
F 2.4072 0.9787 -0.3086
*
```

Highest occupied orbital energy   -2.445 eV
LUMO level   2.685 eV
Relative energy (zero: lowest compared OMol25 entry of this formula, charge and spin)   2.074 eV


Entry 7:
Entry from the Open Molecules 2025 dataset: C22H32N4O4S in the gas phase (ωB97M-V with the def2-TZVPD basis set).

```
! wB97M-V def2-TZVPD RIJCOSX def2/J DEFGRID3
* xyz 0 1
C 3.0391 2.0183 -2.5268
C 2.6437 1.9756 -1.0544
N 3.8056 1.8252 -0.1922
C 4.4859 3.0840 0.0389
C 5.9420 2.8956 0.4508
C 3.5718 1.0620 1.0223
C 4.5132 -0.1473 1.1137
C 4.2368 -1.1687 0.0158
N 2.9828 -1.8477 0.2431
C 2.0286 -2.0004 -0.6849
S 2.2620 -1.5573 -2.2710
N 0.8696 -2.6119 -0.2973
C 0.7729 -3.4085 0.9035
C 0.2874 -2.6369 2.1464
O 1.1089 -1.5435 2.4523
C -0.2946 -2.5127 -1.1380
C -1.3624 -1.5814 -0.6383
C -2.6729 -1.8325 -0.8919
C -3.7108 -0.9285 -0.5318
C -5.0618 -1.1595 -0.8076
C -6.0245 -0.2386 -0.4520
C -5.6506 0.9416 0.2229
C -4.3150 1.1940 0.4830
C -3.3441 0.2727 0.1070
N -2.0173 0.4875 0.3650
C -0.9821 -0.3583 0.0558
O 0.1544 -0.0423 0.4005
O -6.5706 1.8585 0.6402
C -7.9021 1.3878 0.6111
C -8.1656 0.6354 -0.6907
O -7.3311 -0.4992 -0.7719
H 3.5453 1.0965 -2.7975
H 2.1476 2.1124 -3.1420
H 3.6993 2.8546 -2.7433
H 2.0676 2.8829 -0.7970
H 1.9882 1.1163 -0.9077
H 3.9658 3.6898 0.8072
H 4.4652 3.6499 -0.8941
H 6.4446 3.8602 0.4761
H 6.0183 2.4459 1.4373
H 6.4467 2.2561 -0.2683
H 3.7155 1.6900 1.9125
H 2.5401 0.7022 1.0444
H 5.5448 0.1863 1.0153
H 4.3946 -0.6185 2.0931
H 5.0436 -1.9122 -0.0166
H 4.1892 -0.6624 -0.9508
H 2.7145 -1.9396 1.2168
H 0.0702 -4.2262 0.7108
H 1.7539 -3.8455 1.1138
H 0.3193 -3.3066 3.0107
H -0.7522 -2.3142 1.9965
H 0.9283 -0.8497 1.7859
H -0.7240 -3.5069 -1.3065
H 0.0781 -2.1317 -2.1049
H -2.9523 -2.7437 -1.4022
H -5.3683 -2.0607 -1.3131
H -4.0502 2.1095 0.9875
H -1.7496 1.3486 0.8285
H -8.5415 2.2667 0.7011
H -8.0768 0.7149 1.4615
H -9.1915 0.2683 -0.7368
H -7.9734 1.3036 -1.5415
*
```

Highest occupied orbital energy   -7.502 eV
SMILES   CCN(CC)CCCNC(=S)N(CCO)Cc1cc2cc3c(cc2[nH]c1=O)OCCO3
LUMO level   -0.014 eV
Relative energy (zero: lowest compared OMol25 entry of this formula, charge and spin)   1.513 eV


Entry 8:
Entry from the Open Molecules 2025 dataset: a 2-piece molecular cluster, C5H8Cl2F3NO2 overall in a non-equilibrium geometry (ωB97M-V with the def2-TZVPD basis set).

```
! wB97M-V def2-TZVPD RIJCOSX def2/J DEFGRID3
* xyz 0 1
O 0.4975 -1.1669 -2.1042
C 0.0630 -0.1395 -1.5728
O -1.3169 -0.1439 -1.2022
N 0.8117 1.0972 -1.3284
C 2.1902 0.8318 -0.8181
C 2.2534 -0.0914 0.4709
C 1.7741 0.6128 1.8146
F 2.7082 0.2653 2.8332
F 0.5395 0.0622 2.2388
F 1.7598 2.0054 1.7731
H -1.3637 -0.4747 -0.2681
H 0.9590 1.4968 -2.2756
H 2.6979 1.8452 -0.6910
H 2.7836 0.2961 -1.6460
H 1.6876 -1.0678 0.3708
H 3.3483 -0.3833 0.6464
Cl -2.7637 -1.4185 0.9734
C -4.3512 -1.1028 0.2611
Cl -4.9747 0.4727 0.7603
H -4.2605 -1.1201 -0.8233
H -5.0431 -1.8766 0.5871
*
```

Highest occupied orbital energy   -10.142 eV
SMILES   O=C(O)NCCC(F)(F)F.ClCCl
LUMO level   0.603 eV


Entry 9:
Entry from the Open Molecules 2025 dataset: C61H66B2BrNO39S as an isolated structure in a non-equilibrium geometry (ωB97M-V with the def2-TZVPD basis set).

```
! wB97M-V def2-TZVPD RIJCOSX def2/J DEFGRID3
* xyz 0 1
C 6.3036 -1.4583 0.3151
C 5.3473 -1.5867 1.6796
O 4.7308 -0.3127 2.0805
C 3.2912 -0.4610 2.3785
C 2.6860 1.0913 2.5300
O 1.3298 1.1398 1.9758
C 1.1117 2.2819 1.0789
C 1.0436 1.9134 -0.5205
B 2.6415 2.0806 -0.9523
O 3.7147 1.1173 -0.5176
O 3.1609 3.2321 -1.7727
C 3.3016 4.4220 -0.9198
C 4.6005 4.4172 0.0790
O 0.4320 2.9871 -1.3731
C 0.2107 2.3772 -2.7266
O 0.0043 3.0707 -3.8566
C 0.2342 0.7066 -2.6500
Br -1.4753 0.2908 -3.6855
S 1.4980 -0.1075 -3.7258
C 2.9519 -0.9204 -2.9214
O 2.0253 0.9560 -4.7663
O 0.7799 -1.2003 -4.6022
C 0.2181 0.5733 -1.0235
O 0.7481 -0.6487 -0.4072
C 0.2089 -1.8769 -0.9975
C -0.2865 -2.9858 0.1530
N -1.8220 -3.1400 0.1291
C -2.1311 -3.5815 1.5753
C -3.5217 -4.4394 1.7069
C -4.8713 -3.5583 1.2724
O -3.7281 -4.7642 3.1540
B -1.2536 0.8292 -0.2562
O -2.2915 1.7785 -0.7971
C -1.6810 0.1225 1.1804
C -3.2471 -0.3751 1.0927
H 7.3087 -0.8912 0.5116
H 6.5957 -2.5637 -0.0066
H 5.7492 -0.9559 -0.5865
H 6.1031 -1.8810 2.5466
H 4.5447 -2.4089 1.4534
H 2.7686 -0.8895 1.3992
H 3.0562 -1.1361 3.3048
H 3.4742 1.7783 2.0079
H 2.5773 1.2948 3.7002
H 0.1348 2.8366 1.4849
H 1.9674 3.1099 1.1785
H 4.3021 1.0391 -1.3381
H 3.4463 5.3447 -1.6627
H 2.2740 4.6544 -0.3587
H 5.4612 5.1268 -0.3363
H 4.2721 4.8894 1.1243
H 5.0508 3.3630 0.3121
H 3.9450 -0.3095 -3.1778
H 3.1148 -1.9877 -3.4289
H 2.9320 -1.0372 -1.7610
H 1.0270 -2.4699 -1.6333
H -0.7085 -1.7416 -1.7086
H 0.0588 -2.5948 1.2096
H 0.2027 -4.0348 -0.0710
H -1.9849 -4.0049 -0.4395
H -2.0734 -2.6241 2.2546
H -1.1905 -4.2493 1.8834
H -3.4935 -5.4467 1.1049
H -4.7005 -2.9348 0.2969
H -5.7100 -4.3662 1.0129
H -5.2559 -2.9443 2.1926
H -2.9681 -4.3853 3.7054
H -2.0922 2.6908 -0.4337
H -1.6695 1.0086 1.9810
H -0.9292 -0.6765 1.5779
H -3.4458 -0.9997 0.1220
H -3.8986 0.6223 1.0180
H -3.4885 -0.9376 2.0956
C -10.5307 -2.2079 1.8592
C -9.2723 -2.1193 1.4240
C -8.7660 -3.0016 0.3364
O -7.6103 -2.8840 -0.0555
C -9.6892 -3.9981 -0.2287
C -10.9465 -4.0888 0.2090
C -11.4604 -3.1881 1.2772
O -12.6262 -3.2832 1.6459
O -11.8186 -5.0249 -0.3157
O -8.3920 -1.2022 1.9681
H -10.9125 -1.5714 2.6475
H -9.3031 -4.6449 -1.0061
H -12.6653 -4.8899 0.1634
H -7.5472 -1.3332 1.4848
C 9.8141 -3.0597 -0.2133
C 11.0724 -2.9711 -0.6485
C 11.5788 -3.8534 -1.7361
O 12.7344 -3.7358 -2.1280
C 10.6556 -4.8499 -2.3012
C 9.3983 -4.9406 -1.8634
C 8.8844 -4.0399 -0.7953
O 7.7186 -4.1350 -0.4266
O 8.5261 -5.8767 -2.3882
O 11.9528 -2.0540 -0.1044
H 9.4322 -2.4232 0.5750
H 11.0416 -5.4967 -3.0786
H 7.6795 -5.7417 -1.9091
H 12.7976 -2.1850 -0.5877
C -8.2573 2.0682 5.7344
C -8.7002 1.1227 4.9033
C -9.4533 -0.0591 5.4070
O -9.8641 -0.9020 4.6172
C -9.6724 -0.1696 6.8577
C -9.2265 0.7743 7.6889
C -8.4977 1.9694 7.1822
O -8.1161 2.8294 7.9690
O -9.4266 0.6754 9.0536
O -8.4757 1.2074 3.5415
H -7.7105 2.9335 5.3816
H -10.2057 -1.0424 7.2121
H -9.0136 1.4798 9.4367
H -8.8940 0.4060 3.1579
C -2.5862 6.0020 -7.4491
C -2.0701 6.8522 -8.3387
C -0.6101 6.8742 -8.6311
O -0.1676 7.6538 -9.4675
C 0.2558 5.9462 -7.8870
C -0.2601 5.0984 -6.9950
C -1.7231 5.0577 -6.7230
O -2.1699 4.2547 -5.9108
O 0.5482 4.2254 -6.2902
O -2.8747 7.7446 -9.0231
H -3.6459 5.9738 -7.2285
H 1.3172 5.9849 -8.0962
H -0.0599 3.7177 -5.7098
H -2.2673 8.2481 -9.6078
C 3.7427 11.5065 -11.4765
C 3.2998 10.5610 -12.3075
C 2.5467 9.3792 -11.8038
O 2.1359 8.5363 -12.5936
C 2.3276 9.2687 -10.3532
C 2.7735 10.2126 -9.5220
C 3.5023 11.4077 -10.0286
O 3.8839 12.2677 -9.2419
O 2.5734 10.1137 -8.1573
O 3.5243 10.6457 -13.6694
H 4.2895 12.3718 -11.8293
H 1.7943 8.3959 -9.9987
H 2.9864 10.9181 -7.7741
H 3.1060 9.8443 -14.0530
C -6.8939 0.1940 12.2846
C -6.6471 0.2327 13.5954
C -6.3134 1.5112 14.2824
O -6.1101 1.5185 15.4914
C -6.2358 2.7325 13.4657
C -6.4793 2.6930 12.1543
C -6.8398 1.4195 11.4728
O -7.0761 1.4180 10.2693
O -6.4054 3.8365 11.3803
O -6.6934 -0.9155 14.3646
H -7.1398 -0.7279 11.7729
H -5.9748 3.6517 13.9744
H -6.6248 3.5483 10.4675
H -6.4800 -0.6262 15.2784
C 7.6147 -10.5981 -0.8190
C 8.3058 -9.6872 -1.5069
C 9.7809 -9.5555 -1.3512
O 10.3914 -8.7218 -2.0109
C 10.4547 -10.4442 -0.3916
C 9.7629 -11.3527 0.2988
C 8.2923 -11.5027 0.1226
O 7.6866 -12.3593 0.7577
O 10.3894 -12.1892 1.2043
O 7.6753 -8.8318 -2.3917
H 6.5425 -10.7062 -0.9241
H 11.5243 -10.3258 -0.2750
H 9.6765 -12.7554 1.5728
H 8.3891 -8.2697 -2.7645
*
```

Highest occupied orbital energy   -9.364 eV
LUMO level   -2.068 eV


Number 1: calculated total energy -10425.317 eV. Number 2: calculated total energy -34085.203 eV. Number 3: calculated total energy -17891.171 eV. Number 4: calculated total energy -8913.983 eV. Number 5: calculated total energy -10606.306 eV. Number 6: calculated total energy -35201.794 eV. Number 7: calculated total energy -48319.599 eV. Number 8: calculated total energy -44096.466 eV. Number 9: calculated total energy -227883.630 eV.